Density functional theory data (ωB97M-V/def2-TZVPD) for a molecular structure, C40H32Br2IrN3O3P.

The value obtained for the energy above the lowest of the compared OMol25 structures with the same formula, charge and spin is 22.2 kcal per mole. Its multiplicity is 5. The value obtained for the HOMO energy (spin up / spin down) is -9.234 / -10.554 eV. As for the HOMO-LUMO gap (spin up / spin down): 6.353 / 5.339 eV. The charge is +1.

Last column: Löwdin spin population.
Positions of all 82 atoms, in Å:
Ir  0.25  -0.39  -0.07  2.31
C  -1.68  -4.25  0.65  0.01
C  -2.72  -3.20  0.45  0.03
C  -4.08  -3.56  0.55  -0.01
C  -5.05  -2.62  0.36  0.03
C  -4.68  -1.31  0.04  0.00
C  -5.60  -0.25  -0.19  0.21
Br  -7.45  -0.56  0.02  0.07
C  -5.19  1.01  -0.55  -0.01
C  -3.85  1.28  -0.68  0.18
Br  -3.28  2.99  -1.19  0.05
C  -2.84  0.31  -0.43  0.08
O  -1.62  0.63  -0.54  0.31
C  -3.29  -1.03  -0.06  0.06
N  -2.35  -1.96  0.16  0.06
H  -2.14  -5.22  0.83  0.00
H  -1.05  -3.99  1.49  0.00
H  -1.05  -4.31  -0.23  0.00
H  -4.34  -4.58  0.78  0.00
H  -6.10  -2.89  0.43  0.00
H  -5.92  1.79  -0.74  0.00
O  6.88  1.83  -0.03  0.00
C  6.63  0.71  -0.86  0.00
C  5.15  0.52  -1.02  0.01
C  4.63  -0.65  -1.57  0.00
C  3.26  -0.80  -1.64  0.02
N  2.40  0.12  -1.21  0.10
C  2.90  1.28  -0.77  0.02
C  4.26  1.51  -0.64  0.00
C  1.91  2.32  -0.42  0.00
C  2.21  3.67  -0.59  0.00
C  1.27  4.63  -0.27  0.00
C  1.56  6.10  -0.46  0.00
O  2.83  6.37  -1.01  0.00
C  0.05  4.19  0.24  0.00
C  -0.18  2.84  0.36  0.01
N  0.72  1.92  0.02  0.08
H  7.82  1.97  0.03  0.00
H  7.06  -0.20  -0.44  0.00
H  7.07  0.85  -1.86  0.00
H  5.28  -1.44  -1.93  0.00
H  2.83  -1.69  -2.06  0.00
H  4.63  2.43  -0.22  0.00
H  3.18  3.97  -0.95  0.00
H  1.55  6.58  0.52  0.00
H  0.76  6.56  -1.05  0.00
H  2.82  6.17  -1.96  0.00
H  -0.72  4.90  0.53  0.00
H  -1.11  2.47  0.75  0.00
C  -0.53  -1.79  6.75  0.00
C  -1.24  -2.18  5.62  0.00
C  -0.90  -1.68  4.38  0.01
C  0.15  -0.78  4.25  0.04
C  0.85  -0.36  5.39  0.01
C  0.51  -0.87  6.63  0.00
P  0.66  -0.31  2.56  0.13
C  1.87  1.02  2.88  0.01
C  3.24  0.84  2.76  0.00
C  4.11  1.90  3.00  0.00
C  3.60  3.14  3.34  0.00
C  2.23  3.33  3.46  0.00
C  1.37  2.27  3.24  0.00
C  1.65  -1.75  2.07  0.02
C  2.43  -2.54  2.90  0.00
C  3.13  -3.60  2.34  0.01
C  3.02  -3.85  0.98  0.00
C  2.21  -3.06  0.17  0.03
C  1.50  -1.98  0.69  0.08
H  -0.79  -2.19  7.72  0.00
H  -2.05  -2.89  5.72  0.00
H  -1.44  -1.99  3.49  0.00
H  1.67  0.34  5.30  0.00
H  1.06  -0.57  7.51  0.00
H  3.63  -0.13  2.48  0.00
H  5.18  1.75  2.92  0.00
H  4.28  3.97  3.52  0.00
H  1.84  4.30  3.73  0.00
H  0.30  2.41  3.35  0.00
H  2.48  -2.35  3.96  0.00
H  3.74  -4.24  2.96  0.00
H  3.57  -4.68  0.54  0.00
H  2.12  -3.34  -0.87  0.00